{
  "formula": "C3H10N2O2",
  "method": "wB97M-V/def2-TZVPD",
  "elements": ["C", "C", "C", "N", "N", "O", "O", "H", "H", "H", "H", "H", "H", "H", "H", "H", "H"],
  "coordinates": [[-0.70552, 0.16004, 0.32796], [-2.31984, -0.68786, -0.75526], [2.49038, 0.37683, -0.19112], [-0.04522, -0.71925, -0.41272], [1.68816, -0.60115, 0.50937], [-0.64730, 1.46549, 0.00414], [-0.97924, -0.04159, 1.63067], [-0.07409, 1.55954, -0.76993], [-1.31725, 0.77451, 2.02429], [-0.13962, -1.66935, -0.07642], [1.54419, -0.28039, 1.46930], [-2.67886, -1.45626, -0.08066], [-2.12149, -1.01857, -1.76596], [-2.90154, 0.22748, -0.73921], [2.13860, 1.42386, -0.12819], [3.51842, 0.38449, 0.20047], [2.55023, 0.10216, -1.24672]],
  "forces_ev_per_angstrom": [[-4.0361, -0.8366, -1.5776], [0.7757, 1.3209, 1.3134], [-0.0394, 0.2163, -0.2166], [4.3881, 0.0335, 1.3737], [-0.8337, -0.5214, -0.9226], [0.5043, 0.2114, 0.1802], [0.1835, -0.0031, 0.1839], [-0.1470, -0.0668, -0.0017], [0.0661, -0.0316, -0.1349], [-0.1651, 0.0790, 0.0733], [-0.4613, -0.0268, -0.2923], [-0.1107, -0.0273, -0.0401], [0.2698, -0.0428, 0.0280], [-0.3032, -0.0916, 0.0056], [0.0058, -0.1457, -0.0232], [-0.1264, -0.1041, 0.0015], [0.0297, 0.0369, 0.0493]],
  "nbo_charge": [0.80, -0.69, -0.44, -0.51, -0.63, -0.70, -0.69, 0.51, 0.50, 0.40, 0.33, 0.19, 0.20, 0.20, 0.14, 0.20, 0.19],
  "gap_ev": [7.8963, 7.8574],
  "spin_multiplicity": 1,
  "e_lumo_ha": [0.0204, 0.0204]
}

---

{
  "formula": "C5H13NO",
  "method": "wB97M-V/def2-TZVPD",
  "elements": ["C", "C", "C", "C", "N", "C", "O", "H", "H", "H", "H", "H", "H", "H", "H", "H", "H", "H", "H", "H"],
  "coordinates": [[2.04465, 1.80539, 0.15953], [1.13937, 1.23113, 1.31057], [-0.24180, 0.80381, 0.90388], [-0.28719, -0.22525, -0.22193], [0.60475, -1.36803, -0.00341], [-1.70553, -0.78736, -0.40212], [-1.79566, -1.46884, -1.65552], [2.20832, 1.06587, -0.61903], [1.58458, 2.69004, -0.27029], [3.00050, 1.99258, 0.64500], [1.82841, 0.47301, 1.71773], [1.14747, 1.87446, 2.19818], [-0.80128, 0.49207, 1.79121], [-0.78770, 1.66694, 0.49988], [-0.06939, 0.28358, -1.17090], [1.57054, -1.11108, 0.06730], [0.48929, -1.95725, -0.82063], [-1.96113, -1.47147, 0.40837], [-2.39577, 0.05778, -0.31982], [-1.89424, -2.39317, -1.44872]],
  "forces_ev_per_angstrom": [[-0.9727, -0.2353, 1.2849], [2.1848, 0.1329, -0.1540], [-0.3405, -0.0359, -0.1191], [-0.2665, -0.5570, 0.2017], [-0.7995, -0.0854, -0.0837], [0.5573, 0.4460, 0.2700], [-0.1388, 0.5125, 0.2210], [-0.0861, -0.0756, -0.1212], [0.2895, 0.2434, -0.1402], [0.1340, 0.4667, -0.3838], [-0.9089, -0.7883, -0.1485], [-0.4301, 0.5768, -0.4893], [0.0062, -0.3097, -0.1045], [0.1177, 0.1119, 0.2217], [0.0965, 0.0949, 0.0226], [0.3969, 0.2085, -0.0608], [0.3016, -0.1492, 0.0746], [0.1917, -0.0017, 0.1446], [-0.2178, -0.1275, -0.5222], [-0.1152, -0.4279, -0.1135]],
  "nbo_charge": [-0.61, -0.40, -0.41, -0.07, -0.85, -0.06, -0.73, 0.20, 0.20, 0.21, 0.20, 0.21, 0.21, 0.20, 0.17, 0.36, 0.36, 0.17, 0.17, 0.47],
  "gap_ev": 10.2742,
  "smiles": "CCC[C@@H](N)CO",
  "spin_multiplicity": 1,
  "e_lumo_ha": 0.0367
}

---

{
  "formula": "C39H27AsCl2N3NiOS",
  "method": "wB97M-V/def2-TZVPD",
  "elements": ["Ni", "S", "C", "C", "C", "C", "C", "C", "As", "C", "C", "C", "C", "C", "C", "C", "C", "C", "C", "C", "C", "H", "H", "H", "H", "H", "H", "H", "H", "H", "H", "H", "H", "H", "H", "C", "C", "C", "C", "C", "C", "N", "N", "C", "C", "C", "C", "C", "C", "H", "H", "H", "H", "H", "H", "H", "H", "H", "Cl", "C", "C", "C", "Cl", "C", "C", "C", "C", "N", "C", "C", "O", "H", "H", "H", "H"],
  "coordinates": [[0.77816, -0.10039, -0.48993], [2.44131, 1.24638, 0.45572], [2.14822, 1.47769, 2.11451], [3.13135, 1.59960, 3.12523], [2.70929, 2.02332, 4.41149], [1.35301, 2.19815, 4.64759], [0.40482, 1.92036, 3.69341], [0.78938, 1.60247, 2.41315], [-0.41738, 1.41970, 0.89752], [-0.81520, 3.25737, 0.38318], [-2.04333, 3.61983, -0.13233], [-2.27110, 4.94524, -0.48007], [-1.29040, 5.92409, -0.32935], [-0.02062, 5.52684, 0.13388], [0.23122, 4.19088, 0.44046], [-2.06904, 0.98172, 1.74938], [-2.71021, 1.85295, 2.63227], [-3.84588, 1.39785, 3.33903], [-4.45483, 0.20019, 2.96904], [-3.86579, -0.58241, 1.93210], [-2.63356, -0.25397, 1.40474], [4.19202, 1.34884, 2.87261], [3.40338, 2.15309, 5.25515], [1.03083, 2.49828, 5.66039], [-0.63051, 1.89164, 3.99325], [-2.80053, 2.84465, -0.14295], [-3.27335, 5.25244, -0.79789], [-1.49317, 6.97329, -0.56929], [0.82662, 6.23513, 0.09907], [1.28531, 3.84894, 0.66147], [-2.36706, 2.89380, 2.71554], [-4.31360, 2.04185, 4.13700], [-5.38697, -0.12536, 3.41015], [-4.30692, -1.50400, 1.65551], [-2.11243, -0.98374, 0.77904], [5.30660, -3.34823, -2.28482], [4.41274, -3.37802, -1.19067], [3.62250, -2.29131, -0.93479], [3.45039, -1.31194, -1.91858], [4.37536, -1.20563, -2.96454], [5.25326, -2.26136, -3.15510], [2.24719, -0.53451, -1.93246], [2.06740, 0.22968, -2.97002], [0.90105, 0.88973, -3.03099], [0.63227, 1.56920, -4.28641], [-0.65896, 1.96533, -4.51837], [-1.66162, 1.55375, -3.63076], [-1.34764, 0.83138, -2.42929], [-0.08174, 0.67196, -1.99146], [5.99232, -4.15384, -2.50447], [4.38246, -4.18702, -0.45884], [3.08248, -2.22631, -0.00260], [4.23721, -0.34654, -3.62505], [5.94301, -2.18664, -3.97806], [1.54494, 1.75075, -4.87499], [-0.85143, 2.47337, -5.45466], [-2.72625, 1.70017, -3.88370], [-2.14863, 0.45459, -1.82086], [-2.95184, -4.10053, -3.82956], [-2.24889, -4.16765, -2.26344], [-2.60881, -5.20886, -1.43860], [-2.24897, -5.17238, -0.09486], [-2.73557, -6.50664, 0.90318], [-1.31391, -4.20578, 0.36728], [-0.79141, -4.32532, 1.68063], [0.14867, -3.41004, 2.04154], [0.59949, -2.40115, 1.20560], [0.11903, -2.23190, -0.04448], [-0.84121, -3.13606, -0.44506], [-1.29618, -3.10395, -1.83898], [-0.92309, -2.23502, -2.63502], [-3.29986, -6.00658, -1.79788], [-1.16069, -5.08215, 2.37591], [0.67771, -3.50610, 2.97474], [1.29761, -1.67512, 1.64047]],
  "forces_ev_per_angstrom": [[0.5781, 1.0738, -1.0808], [1.7058, -0.7161, -1.0342], [0.0423, 0.1664, 0.5321], [-0.0655, 0.1005, 0.5005], [0.5232, -0.5200, -0.8723], [0.2829, 0.2070, 1.7213], [-0.4416, -0.1245, 0.0324], [-0.4438, 0.4279, 0.8138], [0.9078, -0.7606, -0.6179], [1.3792, -0.0024, -0.1254], [0.1214, -0.1171, 0.5857], [-0.7524, 0.6245, 0.0878], [0.5093, -0.5186, 0.3121], [0.2292, 0.2389, -0.7971], [0.7806, -0.1212, 0.1123], [-0.5052, 0.0186, -0.0119], [-0.6553, -0.4257, 0.1450], [-0.4365, 0.8803, 0.1519], [0.9032, -0.2211, -1.1625], [-0.1051, 0.7822, 1.6177], [-0.1317, 0.2477, 0.5731], [-1.0765, 0.4629, 0.3070], [-0.1617, -0.0153, -0.6094], [0.1508, -0.2243, -0.5782], [-0.2052, 0.3016, -0.0719], [-0.2823, 0.2937, -0.3578], [0.3738, -0.1913, -0.0640], [0.0598, -0.4672, 0.0353], [-0.6172, -0.3551, 0.2796], [-1.3814, 0.4181, -0.0431], [0.0106, -0.6074, 0.2867], [0.5510, -0.7212, -0.9952], [0.0368, 0.0266, 0.1249], [-0.5569, -0.7630, -0.2453], [-0.0967, 0.5389, -0.0908], [-0.7647, -0.1742, -0.0713], [1.3326, 0.0012, 0.0953], [-0.6304, 0.0390, -0.0788], [-1.8839, 1.5314, -0.2898], [-0.6011, -0.2769, 0.0141], [0.3262, 0.5127, 0.3569], [-0.0268, -0.5787, 1.6747], [1.3265, 0.5225, -0.9257], [-0.0763, -0.2114, -0.6969], [1.0704, -0.5151, 2.2869], [-0.0948, -0.2630, -0.1861], [-0.6712, -0.6181, 0.3033], [-1.2947, 1.6031, -1.0634], [1.3731, -0.6760, -1.2035], [-0.0422, -0.1677, 0.1348], [0.3590, 0.0471, -0.2671], [-0.4276, -0.0607, -0.0938], [0.2890, -0.5089, 0.0156], [0.2528, -0.1815, -0.2303], [-0.8654, -0.0468, -0.1222], [-0.4522, 0.1592, 0.0691], [0.6381, 0.0332, 0.1317], [-0.6144, 0.0626, 0.2188], [0.3847, 0.1503, 0.1662], [0.2768, 0.2253, 0.1874], [-1.2090, -0.4883, 0.2614], [0.3374, -0.4315, -1.2128], [0.0042, 0.3129, -0.0894], [0.3350, 0.2875, 1.4228], [-0.4232, 0.3937, -0.5420], [0.7990, -0.4573, 0.8962], [-0.9372, 0.3208, -0.9851], [-0.4985, -1.0803, 1.1483], [0.9654, -0.3566, 0.5285], [-0.1747, 1.1154, -1.6575], [-0.3837, -1.0445, 0.7117], [0.7106, 0.7813, 0.2763], [0.2840, 0.2023, -0.3631], [-0.2031, 0.0486, 0.4210], [-0.0210, -0.1496, -0.7037]],
  "mulliken_spin": [-0.02, -0.02, 0.01, 0.00, 0.00, 0.00, 0.00, -0.01, 0.02, -0.01, 0.00, 0.00, 0.00, 0.00, 0.00, 0.00, -0.01, 0.00, 0.00, 0.00, 0.01, 0.00, 0.00, 0.00, 0.00, 0.00, 0.00, 0.00, 0.00, 0.00, 0.00, 0.00, 0.00, 0.00, 0.00, 0.09, -0.05, 0.08, -0.09, 0.12, -0.05, 0.21, 0.38, -0.10, 0.17, -0.13, 0.23, -0.11, 0.18, 0.01, 0.00, 0.01, 0.02, 0.00, 0.01, -0.01, 0.02, 0.00, 0.05, 0.27, -0.12, 0.32, 0.04, -0.06, 0.08, -0.05, 0.05, -0.03, 0.11, 0.04, 0.29, 0.00, 0.01, 0.00, 0.01],
  "gap_ev": [3.5784, 3.5288],
  "spin_multiplicity": 3,
  "e_lumo_ha": [0.0541, -0.0111],
  "total_charge": -1
}